180
Properties=species:S:1:pos:R:3 method="wB97M-V/def2-TZVPD" homo_lumo_gap_ev=5.453 fmax_ev_per_a=8.32 energy_ha=-6673.72581 lumo_energy_ev=-1.06 total_charge=0
C -2.245 4.889 -5.279
C -2.413 5.023 -6.753
C -3.369 4.036 -7.689
O -4.667 4.342 -7.795
O -2.826 2.811 -8.358
C -3.760 1.679 -8.184
C -3.855 1.330 -6.555
C -3.937 -0.289 -6.281
C -4.730 -0.701 -4.901
C -3.703 -0.754 -3.596
C -3.074 0.732 -3.208
C -2.306 0.660 -1.723
N -3.213 0.632 -0.524
C -2.331 0.612 0.694
C -3.125 0.623 2.166
C -4.771 0.645 2.207
I -5.319 2.592 3.150
C -5.447 -0.592 3.044
C -6.577 -1.347 2.084
I -6.582 0.310 4.704
C -2.308 0.627 3.625
N -3.042 0.606 4.982
C -3.040 -0.802 5.535
C -2.433 -0.937 7.064
C -3.524 -1.504 8.162
C -0.637 0.655 3.691
C 0.177 0.709 5.137
F 1.000 1.974 5.086
C 1.074 -0.629 5.445
C 2.325 -0.155 6.438
C 0.121 0.624 2.208
C 1.762 0.617 2.217
F 2.182 1.887 1.513
C 2.456 -0.635 1.418
C 3.246 -1.714 2.366
C -0.706 0.614 0.760
N 0.127 0.594 -0.487
C -0.679 0.623 -1.755
P 0.363 0.662 -3.400
C 0.190 2.488 -4.051
C -0.310 -0.581 -4.682
C 0.947 -0.963 -5.716
H -1.135 4.799 -4.879
H -3.099 4.812 -4.483
H -1.837 5.936 -7.266
H -3.346 0.687 -8.686
H -4.829 1.865 -8.636
H -4.846 1.823 -6.162
H -2.874 1.805 -6.087
H -4.528 -0.778 -7.193
H -2.886 -0.818 -6.233
H -5.143 -1.806 -5.081
H -5.669 0.004 -4.695
H -4.386 -1.116 -2.687
H -2.888 -1.583 -3.734
H -4.023 1.436 -3.043
H -2.403 1.195 -4.047
H -5.277 0.676 1.143
H -4.687 -1.422 3.368
H -7.251 -0.565 1.528
H -7.300 -1.935 2.829
H -6.113 -2.150 1.366
H -2.630 1.304 5.639
H -4.120 -1.305 5.575
H -2.429 -1.468 4.757
H -1.505 -1.686 7.003
H -2.118 0.133 7.416
H -2.926 -1.712 9.167
H -4.070 -2.460 7.752
H -4.296 -0.624 8.387
H -0.541 0.855 6.067
H 0.451 -1.422 6.070
H 1.441 -1.143 4.460
H 2.051 0.779 7.105
H 2.668 -1.001 7.182
H 3.192 0.211 5.716
H 2.255 0.669 3.277
H 1.629 -1.199 0.769
H 3.189 -0.150 0.612
H 2.516 -2.372 3.003
H 4.078 -1.170 2.992
H 3.797 -2.468 1.623
H 1.145 2.697 -4.734
H 0.252 3.279 -3.179
H -0.781 2.561 -4.700
H -0.767 -1.564 -4.241
H -1.074 0.029 -5.367
H 1.495 -0.009 -6.135
H 1.741 -1.608 -5.147
H 0.542 -1.545 -6.667
C 0.061 -5.312 -0.055
C 0.478 -3.907 0.220
O 0.746 -3.386 -1.062
C -0.074 -4.076 -1.903
O -0.333 -3.730 -3.044
O -0.579 -5.201 -1.310
F 1.622 -3.876 0.940
H 0.911 -5.997 -0.139
H -0.627 -5.697 0.703
H -0.289 -3.299 0.712
C 3.035 4.878 -2.289
C 2.879 6.346 -2.494
O 2.885 6.486 -3.896
C 2.375 5.315 -4.371
O 1.968 5.158 -5.511
O 2.367 4.339 -3.412
F 3.941 7.018 -1.994
H 4.082 4.557 -2.302
H 2.575 4.536 -1.358
H 1.951 6.760 -2.086
C -0.450 -0.527 -10.621
C 1.023 -0.413 -10.427
O 1.250 -1.095 -9.215
C 0.267 -2.037 -9.149
O 0.286 -2.994 -8.394
O -0.740 -1.782 -10.039
F 1.390 0.879 -10.264
H -1.009 0.255 -10.095
H -0.733 -0.509 -11.677
H 1.618 -0.871 -11.224
C 2.587 4.815 -9.302
C 3.680 4.780 -8.290
O 4.760 5.402 -8.949
C 4.186 6.276 -9.823
O 4.784 7.186 -10.372
O 2.856 6.014 -10.002
F 4.032 3.507 -8.004
H 2.627 3.971 -9.999
H 1.595 4.844 -8.842
H 3.453 5.321 -7.365
C 4.817 -4.809 5.965
C 4.783 -3.376 6.375
O 3.423 -3.028 6.243
C 2.738 -4.185 6.465
O 1.543 -4.237 6.706
O 3.554 -5.280 6.390
F 5.503 -2.613 5.523
H 4.905 -4.937 4.881
H 5.626 -5.361 6.450
H 5.111 -3.196 7.405
C 6.267 1.124 3.339
C 7.040 1.498 2.121
O 8.309 0.928 2.347
C 8.073 -0.164 3.128
O 8.877 -1.063 3.308
O 6.822 -0.131 3.681
F 7.185 2.839 2.034
H 6.417 1.824 4.168
H 5.195 1.038 3.142
H 6.622 1.107 1.187
C 11.075 0.888 -1.237
C 11.040 2.321 -0.826
O 9.681 2.669 -0.958
C 8.996 1.512 -0.737
O 7.801 1.460 -0.495
O 9.812 0.417 -0.811
F 11.760 3.084 -1.678
H 11.163 0.760 -2.321
H 11.883 0.336 -0.751
H 11.368 2.501 0.203
C -2.280 -6.276 10.513
C -1.863 -4.872 10.788
O -1.595 -4.351 9.506
C -2.415 -5.041 8.665
O -2.674 -4.694 7.524
O -2.920 -6.166 9.258
F -0.719 -4.841 11.508
H -1.431 -6.962 10.429
H -2.968 -6.661 11.271
H -2.630 -4.264 11.280
C -11.261 -1.432 6.612
C -10.524 -2.559 5.973
O -9.767 -1.928 4.965
C -9.530 -0.670 5.435
O -8.685 0.082 4.980
O -10.351 -0.358 6.484
F -11.381 -3.422 5.383
H -12.191 -1.183 6.090
H -11.490 -1.628 7.663
H -9.856 -3.101 6.651